[1]
Here is 2 unconnected molecules or ions with the total composition C30H41Cl2IN6OS2 in a non-equilibrium geometry from the OMol25 dataset. Energies are from wB97M-V/def2-TZVPD.

Geometry as XYZ:
```
83
Properties=species:S:1:pos:R:3:forces:R:3:lowdin_charge:R:1
C -0.4442 -3.1096 1.7770 0.2 -0.2 0.2 -0.100
C 0.7045 -2.4410 2.5111 -0.3 0.1 -0.2 -0.697
Cl 2.2116 -3.4007 2.3335 0.1 0.0 -0.1 0.667
C 1.0424 -0.9818 2.0744 0.0 -0.2 0.5 -0.678
Cl 1.0444 0.0775 3.4970 0.0 0.1 -0.1 0.745
N 0.2303 -0.4334 1.0087 -0.1 0.1 0.2 -0.039
C -0.9743 0.3948 1.1879 -0.5 0.0 -0.4 -0.142
C -2.2742 -0.2524 0.7058 -0.1 0.4 0.1 -0.248
C -3.4704 0.5028 1.3059 0.4 -0.4 -0.4 -0.454
S -4.8935 0.3892 0.1827 -0.3 0.2 0.0 0.898
C -6.1452 -0.6176 1.0031 -0.6 -0.2 0.4 -1.069
S -7.4948 0.1006 1.5064 0.0 0.1 0.1 0.766
N -6.0314 -2.0441 1.1391 1.9 0.5 -0.4 -0.084
C -5.6517 -2.4721 2.4702 -0.9 -0.2 0.5 -0.255
C -4.3945 -2.2829 3.0300 0.0 0.0 0.2 -0.048
C -4.1330 -2.7078 4.3277 0.0 -0.3 0.2 -0.071
C -5.1128 -3.3334 5.0922 -0.3 0.2 -0.7 -0.072
C -6.3730 -3.5166 4.5324 0.4 0.1 0.0 -0.057
C -6.6320 -3.0983 3.2304 0.0 -0.1 0.3 0.001
C -5.3534 -2.6963 0.0641 0.1 -0.3 -0.3 -0.237
C -4.4503 -3.7422 0.2425 0.0 -0.1 0.1 -0.027
C -3.8527 -4.3608 -0.8501 0.0 0.0 -0.3 -0.089
C -4.1161 -3.9469 -2.1480 -0.2 0.3 0.3 -0.093
C -5.0262 -2.9093 -2.3318 0.1 -0.1 0.2 -0.073
C -5.6413 -2.3109 -1.2467 -0.1 0.1 0.0 -0.059
C 0.6411 -0.6604 -0.2287 0.0 0.0 -0.8 -0.331
N 0.0730 -0.1713 -1.3511 -0.6 0.6 0.4 0.205
C 0.7994 -0.5924 -2.3451 0.7 -0.4 -0.3 -0.171
N 1.8163 -1.3674 -1.9400 -0.3 0.1 -0.3 -0.544
I 3.3056 -2.3053 -2.9415 0.0 0.1 0.0 1.038
N 1.6925 -1.4179 -0.5867 0.4 -0.4 0.8 0.098
H -0.3743 -4.1824 1.9276 0.0 -0.1 0.0 0.084
H -1.3766 -2.7905 2.2340 -0.2 0.1 -0.2 0.070
H -0.4554 -2.9243 0.7078 0.0 0.1 -0.1 0.075
H 0.4546 -2.4216 3.5630 0.3 -0.1 0.2 0.079
H 2.0717 -0.9879 1.7348 0.1 0.2 0.0 0.064
H -1.0808 0.7074 2.2192 0.4 -0.2 0.2 0.093
H -0.8266 1.2984 0.6008 0.1 0.2 0.0 0.134
H -2.3517 -0.1505 -0.3714 0.1 -0.1 -0.2 0.085
H -2.3266 -1.3147 0.9247 0.0 -0.1 0.1 0.077
H -3.2190 1.5613 1.3612 -0.2 0.1 0.0 0.080
H -3.7062 0.1766 2.3114 -0.2 0.0 0.1 0.073
H -3.6055 -1.8215 2.4629 0.1 0.0 -0.2 0.070
H -3.1513 -2.5859 4.7633 0.1 0.1 -0.1 0.099
H -4.9231 -3.6833 6.0933 0.2 0.0 0.1 0.105
H -7.1349 -3.9883 5.1334 -0.2 -0.1 -0.1 0.108
H -7.6097 -3.2616 2.8059 -0.1 0.1 -0.1 0.121
H -4.2116 -4.1174 1.2246 -0.1 0.0 0.1 0.106
H -3.1761 -5.1874 -0.6850 0.1 -0.1 0.1 0.100
H -3.6454 -4.4095 -2.9999 0.1 -0.1 -0.1 0.097
H -5.2696 -2.5665 -3.3252 0.0 0.0 -0.1 0.106
H -6.3491 -1.5115 -1.4181 -0.1 0.0 0.0 0.106
H 0.6625 -0.3799 -3.3904 -0.2 0.1 -0.1 0.141
H 2.3271 -1.9621 -0.0176 0.0 -0.1 0.0 0.117
C 4.2946 5.6510 -2.1529 -0.3 -0.1 0.0 -0.015
C 5.3796 4.6565 -1.6516 -0.5 1.4 -0.5 -0.472
C 6.1898 4.0698 -2.8191 0.1 -0.6 -0.1 -0.132
C 5.5200 2.9234 -3.5763 -0.1 0.1 0.1 -0.167
C 5.0069 1.8681 -2.6001 0.4 0.1 -0.2 -0.141
C 4.0780 2.4642 -1.5443 -1.4 -0.2 -0.5 -0.491
N 4.7447 3.5850 -0.8230 1.8 -1.0 -0.2 -0.084
O 5.5936 3.1004 0.0241 -0.4 0.2 0.4 -0.009
C 2.7736 2.9143 -2.2295 0.0 0.2 0.0 -0.032
C 3.6650 1.3930 -0.5426 0.3 -0.1 0.5 -0.042
C 6.3399 5.4915 -0.8091 0.2 -0.3 0.4 -0.047
H 3.2797 5.2954 -1.9997 0.1 -0.1 0.0 0.057
H 4.3448 6.5898 -1.6032 0.2 0.0 0.0 0.081
H 4.4110 5.8816 -3.2125 0.0 0.0 0.0 0.090
H 7.1423 3.6965 -2.4305 -0.1 0.0 0.1 0.124
H 6.4404 4.8726 -3.5130 0.0 0.1 0.1 0.124
H 4.7094 3.2994 -4.2062 0.0 0.0 0.0 0.107
H 6.2430 2.4683 -4.2553 0.0 0.0 0.0 0.116
H 4.4787 1.0789 -3.1450 -0.1 0.0 0.1 0.098
H 5.8611 1.3876 -2.1121 0.0 0.1 0.1 0.129
H 2.0973 3.3876 -1.5158 0.0 0.0 0.0 0.095
H 2.2613 2.0438 -2.6454 0.1 -0.1 0.1 0.070
H 2.9290 3.5989 -3.0586 0.0 0.0 0.0 0.069
H 4.5226 0.9134 -0.0710 0.0 0.1 0.0 0.087
H 3.0919 0.6163 -1.0494 0.0 0.1 -0.2 0.041
H 3.0375 1.8168 0.2462 0.0 0.0 0.0 0.097
H 5.8510 5.8676 0.0900 0.0 0.0 0.0 0.095
H 6.6709 6.3463 -1.3987 -0.1 0.0 -0.1 0.095
H 7.2242 4.9330 -0.5080 -0.1 -0.1 0.0 0.081
```
Forces are in eV/Å.

Output
Highest occupied orbital energy: -0.3766 Ha
2S+1: 2
Charge: +1
LUMO level: -4.79 eV
E: -97569.5136 eV

[2]
Here is a molecular structure, C4H9FGaO2 in a non-equilibrium geometry from the OMol25 dataset. Energies are from wB97M-V/def2-TZVPD.

Geometry as XYZ:
```
17
Properties=species:S:1:pos:R:3:forces:R:3:lowdin_charge:R:1
F -1.8917 0.5484 -1.6589 -1.7 -1.7 -1.1 -0.223
C -0.6749 -2.1789 0.1372 1.0 -0.7 1.0 -0.148
O 0.0781 -1.6561 1.2702 -1.2 0.1 -1.0 -0.180
C 1.2572 -0.9721 0.9413 0.9 0.1 -0.1 -0.226
C 1.0689 0.5055 0.6147 1.1 0.3 1.1 -0.225
O 0.4470 0.7304 -0.6311 0.3 0.1 -0.9 -0.250
H -1.6596 -2.4457 0.5593 0.1 0.6 -0.6 0.097
H -0.2117 -3.1471 -0.1489 -0.2 0.7 -0.4 0.092
H 1.7794 -1.4778 0.1054 -0.1 0.1 0.2 0.137
H 1.9210 -1.0237 1.8195 -0.2 0.0 -0.3 0.152
H 2.0648 0.9871 0.5981 -0.4 -0.2 0.0 0.143
H 0.5034 0.9745 1.4427 0.0 -0.1 -0.4 0.141
Ga -0.6570 -0.6423 -1.2207 -0.3 -0.6 1.7 0.897
C -0.9381 2.1443 -0.9822 0.2 4.6 1.0 0.260
H -0.8059 2.3351 -2.0569 0.3 -2.4 0.1 0.133
H -1.1238 3.2222 -0.8838 0.9 1.8 0.3 0.073
H -1.1569 2.0960 0.0941 -0.7 -2.5 -0.6 0.127
```
Forces are in eV/Å.

Output
Highest occupied orbital energy (spin up / spin down): -0.5033 / -0.5033 Ha
Charge: +1
LUMO level (spin up / spin down): -5.89 / -5.89 eV
E: -63469.2713 eV

[3]
Here is a single C12H18N2O4S molecule from the OMol25 dataset. Energies are from wB97M-V/def2-TZVPD.

Geometry as XYZ:
```
37
Properties=species:S:1:pos:R:3:forces:R:3:lowdin_charge:R:1
C 3.5691 1.1796 -0.7909 0.0 0.0 -0.1 -0.109
H 3.8089 2.1124 -0.2828 0.0 0.0 -0.1 0.094
O 3.6144 0.1660 0.1900 -0.1 0.0 0.2 -0.199
C 3.5633 -1.1445 -0.3292 -0.1 -0.3 -0.2 -0.227
C 2.1567 -1.5926 -0.7425 0.2 0.2 0.2 -0.150
H 1.6610 -0.7660 -1.2535 0.1 -0.1 -0.1 0.088
H 2.2373 -2.4312 -1.4366 0.0 0.0 -0.1 0.115
C 1.2996 -1.9839 0.4644 0.2 0.0 0.0 -0.163
N -0.1094 -1.8020 0.1871 -0.1 -0.3 -0.1 0.071
C -0.8340 -0.8885 0.8695 -0.2 -0.7 0.1 -0.477
O -0.4725 -0.4228 1.9372 0.0 0.0 0.1 0.042
C -2.1619 -0.5581 0.2817 -0.3 0.1 0.0 -0.091
C -3.0180 -1.5661 -0.1467 0.1 0.1 0.0 -0.025
C -4.2920 -1.2741 -0.5969 -0.1 0.0 0.0 -0.083
C -4.7219 0.0428 -0.6219 0.0 -0.1 0.0 -0.078
C -3.8755 1.0572 -0.2194 0.2 0.1 0.1 -0.015
C -2.5888 0.7736 0.2355 -0.2 -0.8 -0.2 -0.236
N -1.7426 1.8076 0.6277 0.7 0.5 0.0 -0.040
S -0.1648 1.9596 0.0432 -0.1 0.8 -0.1 0.645
O -0.1074 3.2647 -0.5548 0.0 0.2 0.3 -0.305
O 0.1256 0.8419 -0.8100 -0.1 -0.1 0.3 -0.284
C 0.8821 1.9846 1.5020 -0.5 -0.1 -0.3 -0.094
H 1.8402 1.5542 1.2366 0.1 -0.1 -0.1 0.049
H 0.4032 1.3818 2.2619 0.0 0.0 0.1 0.048
H 0.9792 3.0199 1.7973 0.0 0.2 0.0 0.069
H -2.1811 2.7167 0.6077 0.1 0.1 -0.1 0.116
H -4.2064 2.0856 -0.2507 0.0 0.1 0.0 0.114
H -5.7173 0.2823 -0.9648 -0.1 0.0 0.0 0.105
H -4.9490 -2.0676 -0.9183 -0.1 -0.1 0.0 0.102
H -2.6859 -2.5929 -0.0944 0.0 -0.1 0.0 0.116
H -0.4105 -2.0269 -0.7487 -0.1 0.1 0.1 0.145
H 1.5333 -1.3396 1.3157 0.0 -0.1 -0.1 0.124
H 1.4858 -3.0255 0.7494 0.1 0.1 0.1 0.124
H 3.9417 -1.7874 0.4708 0.0 0.0 -0.1 0.127
H 4.2426 -1.2231 -1.1910 0.0 0.0 0.1 0.119
H 4.3153 0.9957 -1.5732 0.0 0.0 0.0 0.092
H 2.5797 1.2668 -1.2515 0.1 0.0 0.0 0.071
```
Forces are in eV/Å.

Output
Highest occupied orbital energy: -0.3253 Ha
Charge: 0
LUMO level: 0.72 eV
E: -34741.1971 eV

Respective molecular weight values: 763.6 177.8 286.4 g/mol.